DFT (ωB97M-V/def2-TZVPD) results for C5H9NO as an isolated structure.

Each line ends with the Mulliken charge.
Geometry (Å):
C  0.882  1.287  0.615  -1.26
C  0.029  0.216  -0.028  1.45
C  1.113  -1.037  -0.564  -1.30
C  -0.308  -0.901  0.758  -0.86
O  -2.537  -0.059  0.292  -0.63
C  -2.064  0.475  -0.730  0.01
N  -0.772  0.605  -1.082  -0.69
H  1.412  1.842  -0.161  0.32
H  1.603  0.895  1.344  0.35
H  0.204  1.975  1.126  0.36
H  1.765  -1.601  0.102  0.37
H  0.605  -1.650  -1.303  0.42
H  1.747  -0.325  -1.107  0.40
H  -0.983  -1.669  0.405  0.33
H  0.062  -0.998  1.781  0.35
H  -2.757  0.944  -1.447  0.41

The value obtained for the HOMO-LUMO gap is 0.3196 Ha. Its molecular weight is 99.13 g/mol. As for the spin multiplicity: 1. The calculation puts the energy above the lowest of the compared OMol25 structures with the same formula, charge and spin at 90.77 kcal/mol. For the lowest unoccupied orbital energy, the calculation gives 0.006 hartree. The electronic energy comes out at -325.7929 hartree. As for the largest force on an atom: 0.61 eV/Å.